Below is a cluster of 20 separate species, C92H203N12O18 in total at a distorted geometry, with properties calculated with ωB97M-V with the def2-TZVPD basis set.

The geometry in ORCA input format:
```
! RIJCOSX wB97M-V def2-TZVPD def2/J DEFGRID3
* xyz 7 1
C 5.62057 -1.82108 -1.51941
C 6.05209 -0.88570 -0.46114
O 5.32785 -0.00030 -0.01264
N 7.26034 -1.09915 0.11103
H 5.72333 -1.62889 2.11728
H 7.92142 -1.67177 -0.41034
C 7.91386 -0.19770 1.05484
H 6.09430 -2.79801 -1.52920
H 5.98552 -1.53906 -2.52126
H 4.53014 -1.89418 -1.56943
H 8.63333 -0.90137 1.51269
H 7.13707 0.13648 1.73396
H 8.44020 0.65078 0.63368
C -3.34613 0.13363 2.12358
C -2.41515 -0.60207 3.07882
O -1.80910 -1.64815 2.88307
N -2.28207 0.09112 4.29968
H -3.98848 0.04940 -0.32791
H -3.10625 0.66584 4.37504
C -1.37866 -0.35011 5.34450
H -4.26328 -0.42942 1.86981
H -2.79251 0.35225 1.22025
H -3.64985 1.07828 2.57927
H -1.61735 -1.34070 5.75072
H -1.30991 0.34153 6.18174
H -0.37561 -0.30058 4.89900
C 2.71551 -6.28238 -2.07621
C 1.37494 -6.39919 -1.59523
O 0.60358 -5.57552 -1.13905
N 0.70051 -7.81345 -1.76702
H -0.05959 -7.63472 -2.40157
H 1.33797 -8.44644 -2.23612
C 0.13381 -8.35807 -0.45164
H 3.11382 -5.32779 -1.75043
H 2.63374 -6.21356 -3.18242
H 3.31709 -7.17583 -1.86869
H 0.95608 -8.63042 0.18879
H -0.52191 -9.18453 -0.69722
H -0.36135 -7.46114 -0.07764
C -5.71047 2.71924 -2.10096
C -6.26502 1.36975 -1.66371
C -6.57409 0.48155 -2.82959
N -7.08781 -0.90798 -2.48436
C -8.33013 -0.74346 -1.65672
C -9.03421 -2.09587 -1.41441
C -9.37373 -2.84739 -2.72627
C -8.10470 -2.94546 -3.53371
C -7.44112 -1.62757 -3.75778
C -6.06194 -1.63846 -1.67245
H -6.48194 3.27462 -2.64679
H -4.79839 2.68924 -2.72228
H -5.48951 3.34702 -1.23499
H -7.16718 1.60680 -1.07481
H -5.51926 0.89218 -1.02677
H -5.65481 0.34823 -3.41428
H -7.35653 0.87812 -3.45438
H -8.99299 -0.08102 -2.25131
H -8.11287 -0.30189 -0.69000
H -9.89699 -1.85062 -0.79495
H -8.41569 -2.68902 -0.73024
H -10.15092 -2.29398 -3.29244
H -9.74298 -3.87308 -2.57375
H -8.41540 -3.36202 -4.50427
H -7.41464 -3.66226 -3.07520
H -8.02177 -0.89977 -4.36093
H -6.45151 -1.75953 -4.23796
H -6.04109 -1.25170 -0.66224
H -5.05555 -1.60596 -2.15622
H -6.28661 -2.70139 -1.63118
C -5.14070 -7.40681 -6.37841
C -3.95266 -6.66845 -5.74428
C -3.41682 -5.44648 -6.52402
N -2.12349 -4.86405 -6.02000
C -1.72120 -3.63948 -6.85182
C -0.52366 -2.84187 -6.41712
C -0.60681 -2.38671 -4.95226
C -1.02134 -3.59788 -4.04953
C -2.25303 -4.34806 -4.59827
C -0.94013 -5.82254 -6.02982
H -4.94117 -7.95355 -7.30135
H -6.04688 -6.83960 -6.55513
H -5.36248 -8.22536 -5.67405
H -3.18363 -7.44998 -5.73941
H -4.20271 -6.33673 -4.72589
H -4.15205 -4.60755 -6.48929
H -3.28101 -5.69510 -7.57265
H -2.66121 -3.06670 -6.83227
H -1.59288 -3.97716 -7.90240
H -0.56994 -1.99752 -7.09661
H 0.42020 -3.35277 -6.69647
H -1.32355 -1.56785 -4.82368
H 0.36396 -2.09197 -4.53493
H -1.39377 -3.18873 -3.07881
H -0.16317 -4.24264 -3.81766
H -3.08731 -3.66617 -4.48874
H -2.37527 -5.20349 -3.96413
H -0.91320 -6.41690 -6.93806
H -1.05378 -6.54043 -5.18856
H -0.02436 -5.23756 -5.88734
C -3.44272 6.43541 -1.66965
C -1.96586 6.93406 -1.69565
C -1.28625 6.84083 -0.26043
N 0.25015 7.20083 -0.22434
C 0.62007 8.48206 -0.83216
C 0.12089 9.66591 -0.06051
C 0.59653 9.62270 1.39977
C 0.23861 8.30804 2.09441
C 0.76120 7.20089 1.16896
C 1.02457 6.19601 -0.95725
H -3.51320 5.45360 -1.15523
H -3.74591 6.38491 -2.74030
H -4.03857 7.21945 -1.16093
H -1.98235 8.00652 -1.94938
H -1.33048 6.41396 -2.42158
H -1.32977 5.90302 0.28350
H -1.73127 7.66819 0.29480
H 0.20639 8.41153 -1.86344
H 1.72630 8.55495 -0.87188
H -0.99039 9.62072 -0.03720
H 0.34787 10.63505 -0.46901
H 0.20783 10.50073 1.88426
H 1.69298 9.73425 1.48968
H -0.81948 8.25524 2.34992
H 0.89100 8.22453 2.98255
H 0.72488 6.20993 1.63781
H 1.81751 7.45397 1.06508
H 0.51959 5.24717 -0.83785
H 2.04757 6.16929 -0.56843
H 1.09791 6.55649 -1.96334
C -2.23983 2.12611 -2.47164
C -0.80362 1.75161 -2.06694
C -0.34609 0.27339 -1.88023
N 0.91926 -0.00282 -1.07985
C 0.75857 0.38333 0.36975
C 1.81537 -0.29840 1.25736
C 1.74833 -1.80936 1.27367
C 1.94366 -2.24207 -0.11802
C 0.97184 -1.56760 -1.06278
C 2.15007 0.44245 -1.75503
H -2.60369 1.56669 -3.33828
H -2.23269 3.21730 -2.60339
H -2.79971 1.80306 -1.59197
H -0.69760 2.22058 -1.08895
H -0.01521 2.39444 -2.57003
H -0.26968 -0.32807 -2.78786
H -1.12169 -0.23902 -1.27865
H -0.28399 0.18336 0.70709
H 0.89301 1.46879 0.36504
H 1.57473 0.18394 2.20615
H 2.78146 0.10417 0.92045
H 0.73060 -2.14498 1.56908
H 2.54574 -2.16553 1.93090
H 1.74728 -3.27473 -0.45115
H 2.97097 -1.98001 -0.40172
H -0.02908 -1.84941 -0.70335
H 1.10603 -1.84500 -2.09282
H 2.06678 1.51249 -2.03485
H 2.29179 -0.08513 -2.68276
H 2.98146 0.36303 -1.04988
C 4.15763 3.64055 -1.04775
C 3.92933 3.60355 0.50404
C 5.32876 3.62062 1.17414
N 5.41134 3.42058 2.74381
C 6.88695 3.51286 3.03637
C 7.53333 4.91858 2.77720
C 6.73942 5.94523 3.59872
C 5.21279 5.87366 3.25466
C 4.68526 4.47889 3.48022
C 4.86160 2.12813 3.15450
H 4.70351 2.72460 -1.31254
H 4.73223 4.54370 -1.28170
H 3.13652 3.61030 -1.43234
H 3.34145 2.70326 0.66318
H 3.35220 4.47662 0.82389
H 5.82771 4.56243 0.95626
H 6.03181 2.83915 0.84930
H 7.36556 2.68714 2.47384
H 7.06281 3.30114 4.08278
H 7.72044 5.23162 1.73677
H 8.52503 4.69763 3.15772
H 6.99526 6.96999 3.34110
H 6.80824 5.84401 4.68831
H 5.18430 6.23595 2.23395
H 4.63682 6.55615 3.91359
H 3.66770 4.45722 3.11531
H 4.63066 4.17304 4.52045
H 3.76741 2.10345 3.23680
H 5.21319 2.07916 4.18656
H 5.26713 1.26962 2.62002
C -2.84859 -4.23217 0.62549
C -4.23273 -3.74276 1.11716
C -4.75735 -4.66071 2.21909
N -5.89144 -4.11414 3.09878
C -6.25308 -5.04897 4.17456
C -5.19273 -5.17625 5.24650
C -4.73279 -3.83702 5.88763
C -4.45906 -2.82905 4.81702
C -5.56351 -2.85952 3.81863
C -7.10653 -3.84383 2.21556
H -2.55199 -3.66460 -0.26215
H -3.04832 -5.26233 0.28287
H -2.04232 -4.16503 1.36916
H -4.90225 -3.68179 0.27628
H -4.06641 -2.76690 1.57796
H -3.93643 -4.82407 2.93514
H -5.07780 -5.65929 1.81238
H -6.43875 -6.04947 3.75445
H -7.19531 -4.67464 4.58242
H -4.32563 -5.73700 4.88954
H -5.63355 -5.81273 6.03251
H -3.83881 -4.05369 6.47662
H -5.51300 -3.48270 6.55048
H -3.49280 -3.04384 4.35150
H -4.38065 -1.80595 5.16917
H -5.40789 -2.13359 3.02561
H -6.54215 -2.57035 4.25900
H -6.76159 -3.12978 1.46617
H -7.85444 -3.35430 2.84356
H -7.46272 -4.78853 1.81597
C 6.04437 2.10621 -5.17156
C 4.85855 2.17340 -6.07519
C 3.79673 1.15191 -5.70190
N 2.50880 1.23155 -6.47965
C 2.75336 0.93669 -7.87276
C 1.77733 2.59092 -6.34511
C 0.36178 2.32970 -6.77580
C 0.15326 0.86897 -6.50376
C 1.44565 0.34429 -5.99903
H 6.62034 1.16380 -5.12986
H 5.71445 2.32210 -4.15171
H 6.75632 2.92673 -5.35736
H 5.23694 2.06466 -7.09881
H 4.43960 3.19423 -5.97534
H 3.57760 1.24594 -4.64054
H 4.05754 0.10213 -5.86924
H 3.43306 1.65577 -8.28860
H 1.76742 1.02408 -8.34641
H 3.13104 -0.07874 -7.97965
H 2.29406 3.37129 -6.89217
H 1.79037 2.80671 -5.27324
H 0.17283 2.61159 -7.82316
H -0.25420 2.95648 -6.12887
H -0.12359 0.25346 -7.35016
H -0.56447 0.73677 -5.69508
H 1.60295 -0.70731 -6.19904
H 1.50842 0.51254 -4.91061
C 2.08998 1.16035 6.02360
C 1.54556 2.34654 6.82212
C 2.19792 3.69899 6.36797
N 1.61565 4.92600 7.06562
C 1.62601 4.80681 8.55554
C 0.23446 5.31963 6.61442
C 0.49369 6.50972 5.69761
C 1.61809 7.21222 6.36896
C 2.52023 6.09409 6.82326
H 1.91363 0.20547 6.53377
H 3.17072 1.35361 5.99721
H 1.65225 1.22372 5.04989
H 1.80277 2.22853 7.89162
H 0.48098 2.40192 6.74237
H 2.03071 3.88722 5.29643
H 3.26578 3.67714 6.58471
H 1.20234 5.71975 8.97184
H 2.68406 4.75304 8.84946
H 1.09743 3.93610 8.91074
H -0.32551 5.67701 7.48976
H -0.30726 4.48994 6.19099
H -0.42190 7.11622 5.58703
H 0.73977 6.09868 4.70280
H 1.30370 7.82345 7.22160
H 2.11068 7.87315 5.66128
H 3.08530 6.34885 7.72240
H 3.20242 5.76048 6.02842
C 4.54320 -4.72288 1.31665
C 3.55732 -5.41146 2.25205
C 3.33753 -4.67255 3.59387
N 2.29666 -5.23845 4.50984
C 2.79484 -6.53866 5.05089
C 1.00046 -5.40645 3.73588
C -0.06258 -5.09662 4.80634
C 0.55925 -3.88168 5.50294
C 2.01939 -4.23215 5.59706
H 5.53031 -4.68540 1.80043
H 4.17105 -3.71331 1.12405
H 4.56562 -5.28924 0.39203
H 3.82621 -6.46642 2.41511
H 2.59479 -5.38966 1.71041
H 3.02229 -3.64309 3.31952
H 4.29434 -4.61431 4.15044
H 2.14782 -6.92770 5.81409
H 3.77175 -6.40410 5.50764
H 2.90290 -7.26206 4.26175
H 1.06827 -6.38727 3.26802
H 1.00291 -4.69093 2.92472
H -0.25055 -5.88138 5.52006
H -0.97568 -4.83227 4.30029
H 0.07662 -3.69654 6.45152
H 0.50182 -2.96167 4.92509
H 2.31340 -4.65907 6.56773
H 2.67381 -3.38156 5.39110
O 3.61907 -1.08646 3.98909
C 4.74866 -1.49835 3.59580
O 5.56175 -1.89568 4.38970
O 4.82947 -1.63351 2.22506
H 3.58729 -0.72436 4.87650
O -0.30334 3.09674 1.85775
C 0.49439 3.26145 3.05047
O 0.45237 2.63972 4.02283
O 1.44200 4.25978 2.91490
H -0.20657 3.88010 1.30838
O 2.42949 -3.96413 -4.26674
C 2.68095 -2.50371 -4.47621
O 2.77340 -1.99232 -3.34440
O 2.77900 -2.15637 -5.60560
H 2.03948 -3.84143 -3.35368
O -3.15074 -1.41778 -2.09172
C -4.38936 -1.01679 -5.71617
O -4.46343 -2.16849 -5.77461
O -4.15392 0.09174 -5.66519
H -3.23808 -0.49153 -1.76310
O 1.82858 2.96847 -2.33221
C -1.42623 6.54308 -5.43395
O -2.46506 6.39649 -4.90424
O -0.36207 6.57962 -5.79051
H 2.08777 3.66305 -2.85361
*
```

Computed properties:
Calculated total energy ... -153355.9125 eV
E_LUMO ... -0.5883 Ha